This record from OMol25 describes a structure of composition C15H18F4N2O4S. The level of theory is ωB97M-V/def2-TZVPD.

```
44
Properties=species:S:1:pos:R:3:forces:R:3:mulliken_charge:R:1
C -2.1886 -3.8513 0.1352 0.660 -3.887 0.133 -1.383
C -0.5973 -3.6665 0.2674 -5.299 -6.420 -0.426 -0.428
H -0.2826 -3.9247 1.2317 0.591 -0.892 1.367 0.437
H -0.1018 -4.2152 -0.5112 0.261 -1.103 -0.068 0.316
O -0.4481 -2.4348 0.0302 0.259 8.847 -0.805 -0.223
C 0.7746 -1.9760 0.2640 1.861 1.415 -1.457 0.493
O 1.6316 -2.8229 0.4715 0.096 1.801 0.325 -0.647
C 0.9817 -0.4169 -0.0004 -1.370 -3.411 1.262 -0.290
C -0.0677 0.5206 -0.0524 4.239 0.499 -0.512 0.537
N -1.3315 0.1901 0.0248 -2.809 5.197 -0.238 -0.133
C -2.3504 1.4084 -0.0118 -1.330 -12.676 -0.470 0.096
O -2.1654 2.4894 -0.1991 1.620 6.893 -0.774 -0.400
C -3.7160 0.4610 -0.1692 1.411 14.831 10.028 0.601
O -3.9610 0.3100 -1.2862 -3.885 -4.482 -14.069 -0.260
C -5.3104 -0.2664 -1.7520 3.071 1.373 15.992 -1.061
H -5.2756 -0.7657 -2.4672 1.373 -7.340 -11.717 0.529
H -5.9730 0.4145 -1.6410 -4.136 5.049 -0.094 0.413
H -5.6721 -1.0245 -0.7947 1.177 1.762 -2.734 0.280
F -3.7147 -0.3318 0.7645 0.028 -7.217 4.671 -0.320
C -4.7562 1.7445 0.6216 -2.849 -5.671 -13.663 0.751
F -4.3149 2.2428 1.5356 6.844 5.863 13.446 -0.170
F -5.0729 2.7627 -0.2219 0.304 1.029 -2.290 -0.352
F -5.9222 1.2693 0.8594 -4.131 -2.848 1.442 -0.290
H -1.6878 -0.6974 0.2622 0.072 -1.020 0.241 0.314
S 0.5563 2.2870 -0.2844 1.772 -4.372 1.356 -0.205
C 2.2820 1.5716 0.0182 -2.541 -1.959 -0.207 -0.451
C 2.2950 0.0115 0.1145 -0.955 11.482 -1.208 0.406
C 3.6535 -0.3111 0.1492 0.109 -8.815 3.559 -0.011
H 3.5126 -1.3361 1.0018 1.069 2.409 -1.812 0.169
C 4.7175 0.5093 0.6459 -3.556 6.773 0.503 -0.850
N 4.5942 1.8327 -0.3262 -3.249 -4.284 1.751 -0.172
C 5.7171 2.5475 -0.3183 4.156 -2.280 7.669 -1.000
H 6.6594 2.0414 -0.4616 0.078 -0.618 -0.689 0.289
H 5.6089 3.2768 -0.9075 -0.220 6.191 -4.489 0.385
H 5.8766 2.9140 0.8229 0.092 0.244 -1.861 0.314
C 3.4120 2.6700 0.0442 -0.415 -4.010 0.280 -0.633
H 3.2666 3.2335 -0.9421 0.009 0.546 2.220 0.428
H 3.4318 3.0174 1.2462 0.261 0.255 -3.401 0.277
H 5.6556 0.1539 0.4559 2.370 -1.037 0.053 0.477
H 4.4519 0.9408 1.7361 1.104 -1.124 -2.102 0.278
H 3.9309 -0.9662 -0.6411 0.458 -0.166 -1.238 0.345
H -2.6613 -3.4274 -0.6999 0.324 0.480 -2.145 0.408
H -2.5830 -4.9485 0.1640 1.210 1.557 -0.260 0.314
H -2.8553 -3.4373 0.8211 -0.133 1.135 2.428 0.420
```
Positions in Å, forces in eV/Å.

Calculated values
Multiplicity ... 1

This record from OMol25 describes a structure of composition C34H34N6SbSr. The level of theory is ωB97M-V/def2-TZVPD.

```
76
Properties=species:S:1:pos:R:3:forces:R:3:mulliken_charge:R:1
Sr -0.0263 -0.1617 -0.7243 0.075 -0.429 0.188 1.234
C -3.4183 -2.7253 -1.7038 0.058 0.031 -0.019 -1.317
C -3.3033 -1.3314 -2.2428 -0.080 -0.060 0.042 0.433
C -4.4359 -0.5531 -2.4742 0.092 0.139 -0.062 -0.628
C -4.2905 0.7093 -3.0247 -0.037 -0.103 0.051 -0.576
C -3.0210 1.1554 -3.3651 0.016 0.018 0.007 -1.177
C -1.9377 0.3285 -3.1032 0.111 -0.051 0.079 0.906
N -2.0770 -0.8777 -2.5318 0.252 0.155 0.113 -0.018
Sb -0.0144 0.9091 -3.9667 -0.021 0.296 -0.609 0.974
C 1.1373 -0.9181 -3.7355 -0.066 0.084 0.161 -0.268
C 1.6946 -1.3602 -4.9244 0.030 -0.059 0.032 -0.913
C 2.4564 -2.5234 -4.9138 -0.009 -0.005 0.060 -0.474
C 2.6299 -3.1964 -3.7214 -0.016 0.043 -0.049 -0.843
C 2.0427 -2.6943 -2.5619 0.011 -0.039 0.006 0.575
C 2.2297 -3.3826 -1.2419 -0.015 0.042 -0.006 -1.135
N 1.3123 -1.5769 -2.5774 -0.173 0.240 0.074 0.765
C 0.8584 2.2144 -2.4539 -0.106 -0.158 0.071 0.957
C 0.5738 3.5687 -2.5381 -0.030 -0.038 -0.038 -1.053
C 1.2342 4.4306 -1.6741 0.110 -0.024 0.106 -0.600
C 2.1784 3.9186 -0.8007 -0.124 0.012 -0.118 -0.702
C 2.4216 2.5483 -0.7813 0.056 0.045 0.025 0.671
C 3.4483 1.9428 0.1222 -0.047 -0.060 -0.027 -1.266
N 1.7448 1.7152 -1.5850 -0.134 -0.220 0.008 -0.266
H -4.3038 -2.8366 -1.0803 0.001 -0.007 0.010 0.399
H -2.5347 -2.9810 -1.1247 -0.012 -0.006 0.009 0.164
H -3.5018 -3.4296 -2.5343 0.000 0.003 -0.002 0.360
H -5.4109 -0.9482 -2.2237 -0.024 0.031 -0.013 0.461
H -5.1520 1.3375 -3.2104 -0.027 -0.031 0.017 0.446
H -2.8894 2.1202 -3.8385 0.041 -0.008 -0.006 0.430
H 1.5396 -0.8158 -5.8463 -0.012 0.018 0.009 0.417
H 2.9006 -2.8914 -5.8292 0.013 -0.023 0.013 0.428
H 3.2115 -4.1064 -3.6699 0.007 -0.001 -0.029 0.462
H 3.0479 -2.9190 -0.6866 -0.006 0.000 0.004 0.273
H 2.4720 -4.4347 -1.3767 -0.004 -0.007 0.007 0.506
H 1.3262 -3.3083 -0.6355 0.006 -0.006 0.004 0.013
H -0.1346 3.9523 -3.2616 -0.004 -0.038 -0.013 0.418
H 1.0197 5.4909 -1.6990 0.029 0.009 0.034 0.441
H 2.7226 4.5600 -0.1226 -0.020 0.041 -0.011 0.392
H 3.9583 2.7053 0.7058 0.004 -0.002 0.013 0.339
H 4.1847 1.3948 -0.4679 -0.002 0.010 -0.001 0.397
H 2.9650 1.2361 0.7994 0.004 0.006 0.017 0.123
C -0.2451 4.7110 1.7796 -0.029 0.020 -0.011 -0.601
C -1.0419 3.8509 1.0397 -0.005 0.011 0.003 -0.980
C -0.7648 2.4922 1.0123 0.005 0.002 -0.009 -0.093
C 0.3392 1.9380 1.6894 -0.023 -0.024 -0.027 -0.452
C 1.1154 2.8275 2.4572 0.051 0.053 0.075 0.191
C 0.8214 4.1788 2.5000 0.010 -0.069 -0.006 -0.812
N 0.6454 0.6163 1.4706 -0.003 0.059 -0.045 1.405
C 1.2146 -0.1801 2.4429 -0.035 0.034 -0.004 -1.050
C 0.9292 -0.0741 3.8153 0.003 -0.023 -0.004 -0.268
C 1.4148 -1.0083 4.7134 -0.011 -0.002 -0.010 -0.668
C 2.2010 -2.0762 4.2895 0.009 0.000 0.029 -0.731
C 2.5177 -2.1780 2.9434 -0.021 0.019 -0.033 -0.672
C 2.0424 -1.2395 2.0394 0.029 -0.056 0.035 0.152
H -0.4648 5.7691 1.8221 -0.004 0.000 -0.003 0.439
H -1.9040 4.2307 0.5040 0.003 0.015 0.003 0.460
H -1.4669 1.8193 0.5198 -0.060 0.025 -0.067 0.068
H 1.9599 2.4405 3.0149 0.000 -0.006 -0.008 0.473
H 1.4413 4.8324 3.1021 -0.001 0.009 -0.001 0.400
H 0.3017 0.7375 4.1639 0.001 0.009 -0.005 0.505
H 1.1718 -0.9048 5.7642 0.008 -0.008 0.005 0.409
H 2.5775 -2.7987 5.0006 -0.001 0.001 0.001 0.417
H 3.1528 -2.9842 2.5950 0.004 -0.001 0.007 0.407
H 2.3338 -1.3037 0.9927 -0.007 0.011 -0.003 0.180
C -3.5128 -1.3660 3.9408 -0.023 0.017 0.039 -0.897
N -2.6320 -1.7345 2.8447 -0.110 0.050 -0.032 0.179
C -1.7010 -2.7375 2.8534 0.147 0.017 -0.013 -0.523
C -1.0505 -2.6550 1.6600 -0.058 -0.083 0.036 -0.660
N -1.5770 -1.6285 0.9122 0.075 0.135 -0.094 0.567
C -2.5219 -1.0975 1.6639 0.097 -0.029 0.027 -0.845
H -3.6176 -2.2139 4.6119 0.004 -0.011 -0.013 0.328
H -4.4960 -1.1048 3.5561 0.010 0.011 -0.016 0.348
H -3.1017 -0.5229 4.4936 0.011 -0.008 0.000 0.318
H -1.5732 -3.3919 3.6973 0.009 0.003 0.003 0.482
H -0.2332 -3.2632 1.3124 -0.013 -0.023 -0.013 0.284
H -3.1343 -0.2472 1.4074 -0.021 -0.003 -0.002 0.493
```
Positions in Å, forces in eV/Å.

Calculated values
Multiplicity ... 1
Energy above the lowest of the compared OMol25 structures with the same formula, charge and spin ... 0.0 kcal per mole
Total charge ... +1

This record from OMol25 describes the ion C8H13N2OS with charge +1. The level of theory is ωB97M-V/def2-TZVPD.

```
25
Properties=species:S:1:pos:R:3:forces:R:3:mulliken_charge:R:1
C 4.0033 0.3587 1.0065 1.876 -1.324 -3.887 -1.340
C 3.0006 0.3501 -0.1098 -0.499 -1.427 -0.388 0.676
O 3.1748 0.0804 -1.2989 -0.133 0.879 2.262 -0.545
C 1.6121 0.4747 0.4673 -1.562 0.332 -2.949 -0.365
C 0.5425 0.5537 -0.3277 -0.383 0.369 0.868 -1.433
C -0.8874 0.7677 0.0611 -1.693 -0.432 2.348 1.002
S -1.5338 2.4295 -0.2817 -0.550 0.501 0.951 -0.167
N -1.2326 0.3768 1.4430 2.302 1.251 -1.195 -0.496
C -1.9993 -0.6035 1.5221 -0.254 1.177 -0.267 -0.243
C -2.5987 -1.0609 0.2173 1.361 1.773 0.926 -0.584
N -1.9046 -0.2117 -0.7706 4.845 -2.326 1.879 0.171
C -1.1602 -0.9526 -1.7437 0.125 -4.926 -3.935 -1.238
H 4.2874 -0.6390 1.2708 -0.188 -1.068 -0.055 0.334
H 3.7253 0.7877 1.8646 -1.308 2.064 2.996 0.434
H 4.9321 0.7361 0.6255 0.553 0.602 -0.047 0.392
H 1.3673 0.5803 1.4597 0.325 0.041 2.521 0.500
H 0.6108 0.5499 -1.3644 0.837 0.062 -1.762 0.641
H -2.5065 2.4696 0.7511 1.206 -0.264 -1.149 0.220
H -2.1785 -0.8514 2.5379 -0.898 -1.180 0.522 0.479
H -2.3759 -2.0611 0.0881 -0.149 -2.110 -0.775 0.398
H -3.5767 -0.7295 0.1055 -2.232 -0.455 0.348 0.402
H -2.4772 0.4185 -1.1666 -2.809 2.595 -2.030 0.440
H -0.2423 -1.5429 -1.4457 -1.325 0.787 0.885 0.498
H -1.8405 -1.7972 -2.2728 1.171 1.943 1.478 0.371
H -0.7420 -0.4841 -2.6388 -0.617 1.134 0.454 0.452
```
Positions in Å, forces in eV/Å.

Calculated values
Multiplicity ... 1
Energy above the lowest of the compared OMol25 structures with the same formula, charge and spin ... 71.9 kcal per mole
Total charge ... +1
SMILES ... CC(=O)/C=C/[C@]1(S)N=CC[N@@H+]1C

Asked for electronic energy across the records above, the calculation gives -1789.9631 -1915.4093 -895.2084 a.u. in order.
Asked for F_max across the records above, the calculation gives 0.34924 0.01317 0.12263 Eh/bohr in order.
Asked for gap between HOMO and LUMO across the records above, the calculation gives 7.299 6.281 9.532 eV in order.